ORCA calculation (ωB97M-V/def2-TZVPD) on a 2-piece molecular cluster, C3H5FOS overall at a distorted geometry.

XYZ file:
```
11
C3H5FOS ωB97M-V/def2-TZVPD
C 2.98969 -0.40938 -0.74969
C 3.35755 0.49455 -0.05142
C 0.14209 0.52019 -0.61344
O 0.88916 -1.58784 1.01041
F 3.33911 1.62612 0.51472
S -0.37918 -0.97188 0.54408
H 3.08322 -1.16012 -1.51162
H -0.77072 -0.11055 1.75927
H -0.34256 1.46293 -0.55362
H 0.14104 0.17871 -1.60017
H 1.20829 0.51282 -0.38092
```

Calculated values
E = -690.40070 Eh
gap between HOMO and LUMO = 9.783 eV
F_max = 2.84 eV/A
energy relative to the best compared isomer or geometry (same formula, charge and spin) = 496.08 kJ/mol

---

ORCA calculation (ωB97M-V/def2-TZVPD) on a 2-piece molecular cluster, C3H11N2O overall at a distorted geometry.

XYZ file:
```
17
C3H11N2O ωB97M-V/def2-TZVPD
C 0.65854 1.11573 -1.04590
C 1.48947 0.26156 -0.08880
N 2.21429 1.16257 0.82532
N -0.31301 0.23239 -1.74972
H 0.07987 1.81456 -0.42620
H 1.26450 1.64934 -1.78333
H 0.74843 -0.37032 0.41723
H 2.21814 -0.35419 -0.61828
H 2.87212 0.66037 1.40168
H 1.52944 1.57622 1.44859
H -0.94671 -0.15508 -0.97550
H -0.94437 0.81878 -2.28677
C -2.16200 -1.67291 0.98293
O -1.56605 -0.52858 0.57251
H -1.48836 -2.57105 1.06647
H -2.68270 -1.61274 1.96601
H -2.97159 -2.02665 0.29378
```

Calculated values
E = -305.62656 Eh
gap between HOMO and LUMO = 7.115 eV
F_max = 1.40 eV/A
energy relative to the best compared isomer or geometry (same formula, charge and spin) = 54.42 kJ/mol
net charge = -1

---

ORCA calculation (ωB97M-V/def2-TZVPD) on an isolated ion of composition C4H5N2 and charge +1 at a distorted geometry.

XYZ file:
```
11
C4H5N2 ωB97M-V/def2-TZVPD
C -0.31238 -1.45118 1.41879
C 0.87067 -1.26447 -0.63250
C 0.10941 -0.67975 0.25877
C -0.10336 0.68260 -0.28014
N 0.36617 -2.54746 1.25443
N 1.12250 -3.11556 0.59409
H -1.01066 -1.28868 2.29878
H 1.83900 -0.94802 -1.19774
H 0.25412 1.27369 0.52965
H -1.10689 0.76127 -0.63859
H 0.59537 0.72591 -1.11348
```

Calculated values
E = -264.41872 Eh
gap between HOMO and LUMO = 7.009 eV
F_max = 4.47 eV/A
energy relative to the best compared isomer or geometry (same formula, charge and spin) = 516.37 kJ/mol
net charge = +1

---

ORCA calculation (ωB97M-V/def2-TZVPD) on the molecule C11H14N2O3 at a distorted geometry.

XYZ file:
```
30
C11H14N2O3 ωB97M-V/def2-TZVPD
C 4.04537 -0.74680 -0.40745
C 2.65251 -0.46884 0.17688
C 0.35854 0.15088 -0.58295
C 0.62042 1.71782 -0.31702
C -0.53018 -0.65014 0.18556
C -2.01512 -0.45309 0.11896
C -2.72983 -0.80441 -1.02941
C -2.77910 -0.21012 1.23395
C -4.10520 -0.84055 -1.08842
C -4.11974 -0.04033 1.15156
C -4.80550 -0.38784 -0.05070
H 5.56355 -2.09997 0.78798
H 5.70650 -0.47856 1.16155
H 4.47290 0.13564 -0.90413
H 3.81152 -1.52402 -1.13941
H 2.12717 -0.08789 -1.71061
H -0.18650 0.27965 -1.63668
H -0.27020 -1.58763 -0.13316
H -0.12273 -0.91978 1.35040
H -2.02716 -1.43920 -1.71723
H -2.28390 0.12403 2.09113
H -4.59768 -1.30512 -1.97522
H -4.85484 0.11805 1.98974
H -5.88942 -0.40916 -0.06746
H 0.11752 3.12978 0.74235
N 5.33261 -1.12356 0.31242
N 1.72108 -0.49012 -0.84329
O 2.43391 -0.33101 1.40320
O 1.37843 2.41651 -0.95549
O -0.12428 2.13457 0.61866
```

Calculated values
E = -762.70721 Eh
gap between HOMO and LUMO = 9.799 eV
F_max = 6.12 eV/A
SMILES string = NCC(=O)N[C@@H](Cc1ccccc1)C(=O)O
energy relative to the best compared isomer or geometry (same formula, charge and spin) = 394.38 kJ/mol

---

Repeat the fourth record exactly.
ORCA calculation (ωB97M-V/def2-TZVPD) on the molecule C11H14N2O3 at a distorted geometry.

XYZ file:
```
30
C11H14N2O3 ωB97M-V/def2-TZVPD
C 4.04537 -0.74680 -0.40745
C 2.65251 -0.46884 0.17688
C 0.35854 0.15088 -0.58295
C 0.62042 1.71782 -0.31702
C -0.53018 -0.65014 0.18556
C -2.01512 -0.45309 0.11896
C -2.72983 -0.80441 -1.02941
C -2.77910 -0.21012 1.23395
C -4.10520 -0.84055 -1.08842
C -4.11974 -0.04033 1.15156
C -4.80550 -0.38784 -0.05070
H 5.56355 -2.09997 0.78798
H 5.70650 -0.47856 1.16155
H 4.47290 0.13564 -0.90413
H 3.81152 -1.52402 -1.13941
H 2.12717 -0.08789 -1.71061
H -0.18650 0.27965 -1.63668
H -0.27020 -1.58763 -0.13316
H -0.12273 -0.91978 1.35040
H -2.02716 -1.43920 -1.71723
H -2.28390 0.12403 2.09113
H -4.59768 -1.30512 -1.97522
H -4.85484 0.11805 1.98974
H -5.88942 -0.40916 -0.06746
H 0.11752 3.12978 0.74235
N 5.33261 -1.12356 0.31242
N 1.72108 -0.49012 -0.84329
O 2.43391 -0.33101 1.40320
O 1.37843 2.41651 -0.95549
O -0.12428 2.13457 0.61866
```

Calculated values
E = -762.70721 Eh
gap between HOMO and LUMO = 9.799 eV
F_max = 6.12 eV/A
SMILES string = NCC(=O)N[C@@H](Cc1ccccc1)C(=O)O
energy relative to the best compared isomer or geometry (same formula, charge and spin) = 394.38 kJ/mol